Record 1
C19H26CuFN5SSi as an isolated structure. Source: the OMol25 dataset; level of theory: wB97M-V/def2-TZVPD.

Properties
energy: -3441.4908 hartree
highest occupied orbital energy (alpha / beta): -0.2576 / -0.2553 hartree
2S+1: 2
orbital gap (alpha / beta): 6.5736 / 6.3241 eV

The geometry in XYZ format:
```
54
Properties=species:S:1:pos:R:3:forces:R:3:mulliken_charge:R:1
Cu -0.071 0.393 0.465 -0.0087 0.0219 -0.3139 -1.250
C 4.939 1.170 -2.827 0.0242 -0.0263 -0.0069 -1.035
C 3.560 1.799 -2.965 -0.0193 0.0294 0.1028 -0.462
N 3.082 2.350 -1.707 0.0732 -0.0911 -0.1080 -0.170
C 2.183 1.796 -0.875 0.0622 0.1114 0.1368 0.476
S 1.291 0.392 -1.367 -0.0230 0.1375 -0.0445 -0.355
N 2.076 2.437 0.295 -0.1951 -0.3156 -0.2112 -1.125
N 1.157 1.858 1.088 0.0782 0.0036 0.0694 1.199
C 0.925 2.325 2.263 -0.1375 -0.1484 0.1451 1.000
C 1.609 3.524 2.828 -0.0011 0.0221 0.0572 -1.657
C -0.092 1.565 3.030 0.2007 0.0332 -0.2011 0.559
C -0.541 1.951 4.281 -0.0411 0.0531 0.1470 -0.782
C -1.476 1.162 4.932 0.0062 0.0564 0.0659 -0.465
C -1.942 0.011 4.323 -0.0151 -0.0357 -0.0335 -0.838
C -1.470 -0.299 3.057 0.0797 0.1208 -0.0671 -0.039
N -0.568 0.456 2.433 -0.2389 0.0858 0.3317 0.381
H 5.262 0.749 -3.780 -0.0022 0.0137 0.0163 0.358
H 4.919 0.371 -2.085 -0.0077 0.0106 -0.0208 0.254
H 5.682 1.909 -2.517 -0.0240 -0.0179 0.0030 0.327
H 2.837 1.061 -3.299 -0.0373 -0.0024 0.0020 0.318
H 3.573 2.599 -3.708 0.0207 0.0244 -0.0046 0.322
H 3.608 3.102 -1.287 -0.0206 0.0422 -0.0430 0.262
H 2.519 3.714 2.267 -0.0005 0.0115 -0.0058 0.409
H 1.854 3.384 3.882 -0.0124 -0.0104 -0.0294 0.425
H 0.967 4.406 2.743 0.0106 -0.0094 0.0105 0.305
H -0.170 2.860 4.734 -0.0098 -0.0288 0.0026 0.383
H -1.841 1.451 5.910 0.0130 -0.0098 -0.0199 0.429
H -2.672 -0.629 4.799 0.0164 0.0059 -0.0103 0.456
H -1.832 -1.164 2.515 0.0112 -0.0035 -0.0336 0.286
C -4.208 1.243 0.849 -0.1576 0.0058 0.1280 -1.006
Si -2.908 1.064 -0.487 0.0108 -0.0166 -0.0680 -0.192
C -3.763 0.951 -2.146 -0.0470 0.0032 -0.1361 -1.093
C -1.897 2.640 -0.491 0.1135 0.1278 0.0560 -0.915
N -1.826 -0.232 -0.159 0.2345 -0.3858 0.1259 0.553
C -2.180 -1.552 -0.035 -0.0520 0.0950 -0.0371 0.619
C -3.484 -2.065 -0.212 0.0282 0.0367 -0.0242 -0.432
C -3.782 -3.413 -0.080 0.0511 0.0004 0.0158 -1.078
C -2.799 -4.336 0.250 0.0062 0.0472 -0.0007 -0.436
C -1.503 -3.874 0.453 -0.0446 -0.0618 0.0003 -0.757
C -1.237 -2.535 0.313 0.0753 0.0534 0.0328 0.855
F 0.047 -2.116 0.550 0.0030 -0.0143 0.0136 -0.359
H -4.820 2.135 0.677 0.0152 -0.0432 0.0227 0.399
H -3.732 1.347 1.830 -0.0325 0.0060 -0.0372 0.254
H -4.879 0.381 0.895 0.0176 0.0658 0.0272 0.332
H -4.468 1.783 -2.249 0.0336 -0.0475 -0.0295 0.358
H -4.318 0.022 -2.288 0.0130 0.0183 0.0061 0.334
H -3.030 1.027 -2.954 -0.0337 -0.0088 0.0298 0.291
H -2.440 3.422 -1.031 0.0166 -0.0110 0.0572 0.440
H -0.932 2.508 -0.990 -0.0682 0.0359 -0.0119 0.228
H -1.711 3.011 0.524 0.0225 -0.0217 -0.0711 0.185
H -4.279 -1.375 -0.466 0.0003 -0.0207 -0.0226 0.242
H -4.801 -3.744 -0.236 0.0043 0.0103 -0.0031 0.394
H -3.028 -5.388 0.352 0.0017 0.0182 -0.0011 0.380
H -0.693 -4.541 0.720 -0.0138 0.0234 -0.0093 0.432
```
Forces are in eV/Å.

Record 2
An isolated ion of composition C5H7N2S and charge +1 in a non-equilibrium geometry. Source: the OMol25 dataset; level of theory: wB97M-V/def2-TZVPD.

Properties
net charge: +1
ΔE to the lowest compared entry with this formula, charge and spin: 7.7 kJ/mol
energy: -702.0302 hartree
highest occupied orbital energy (alpha / beta): -0.3302 / -0.5417 hartree
2S+1: 3
orbital gap (alpha / beta): 5.4276 / 8.6224 eV

The geometry in XYZ format:
```
15
Properties=species:S:1:pos:R:3:forces:R:3:mulliken_charge:R:1
C 1.035 -1.345 -0.091 -4.0341 -2.1247 6.4146 -0.677
C 1.647 -0.811 -1.142 3.7896 3.9763 -6.9124 -0.374
C -1.776 0.481 0.117 -0.5031 -0.1754 0.1131 -0.093
C 0.245 -0.414 0.768 1.4946 1.6414 -1.1276 -0.019
C 0.428 1.123 0.089 0.3917 -2.1862 0.7522 -0.131
N -1.202 -0.555 0.664 -0.3765 0.0265 0.1019 -0.094
N -0.946 1.446 -0.198 0.0948 0.4808 -0.1984 -0.098
S 1.475 0.901 -1.405 -0.3339 -1.4777 0.9337 -0.007
H 1.093 -2.382 0.181 0.0985 -0.1963 0.0649 0.433
H 2.280 -1.328 -1.840 -0.0052 -0.0146 -0.0948 0.444
H -2.843 0.547 -0.043 -0.0082 -0.0282 -0.1583 0.407
H 0.557 -0.437 1.814 -0.1419 0.1301 0.0992 0.355
H 0.893 1.847 0.754 -0.0861 -0.0396 0.0703 0.421
H -1.682 -1.381 0.988 -0.1457 0.0752 -0.0950 0.228
H -1.204 2.307 -0.656 -0.2345 -0.0877 0.0366 0.205
```
Forces are in eV/Å.

Record 3
A 2-piece molecular cluster, C2H4ClNO overall in a non-equilibrium geometry. Source: the OMol25 dataset; level of theory: wB97M-V/def2-TZVPD.

Properties
ΔE to the lowest compared entry with this formula, charge and spin: 326.7 kJ/mol
energy: -668.6797 hartree
highest occupied orbital energy: -0.3740 hartree
2S+1: 1
orbital gap: 9.3769 eV

The geometry in XYZ format:
```
9
Properties=species:S:1:pos:R:3:forces:R:3:mulliken_charge:R:1
C -0.658 -0.103 -0.071 1.0727 -0.5719 1.2261 0.276
C 0.608 -0.907 0.248 1.4794 0.6435 0.9702 -0.146
H 0.267 1.693 -0.967 -2.3357 -1.3258 4.0495 0.302
H -1.391 1.921 -0.077 -0.6793 -1.2182 0.1647 0.315
H 0.653 -1.793 -0.418 -0.1304 0.6584 0.7287 0.294
H 0.517 -1.186 1.391 0.5793 0.5588 -2.4006 0.258
N -0.688 1.255 0.255 3.7435 1.8867 -4.5600 -0.578
O -1.528 -0.894 -0.259 -2.5114 0.0979 -0.6882 -0.487
Cl 2.220 0.013 -0.102 -1.2181 -0.7295 0.5095 -0.234
```
Forces are in eV/Å.